Record 1
Computed, not measured: C20H25ClMoN2O as an isolated structure in a non-equilibrium geometry, with ωB97M-V/def2-TZVPD.

Calculated values
**2S+1**: 3
**Energy above the lowest of the compared OMol25 structures with the same formula, charge and spin**: 17.8 kcal per mole
**Lowest unoccupied orbital energy (alpha / beta)**: -8.46 / -8.10 eV
**E**: -40533.954 eV
**Highest occupied orbital energy (alpha / beta)**: -14.54 / -14.54 eV
**Total charge**: +2
**Orbital gap (alpha / beta)**: 6.08 / 6.44 eV
**<S²>**: 2.0512

Structure (XYZ):
```
50
Properties=species:S:1:pos:R:3:nbo_charge:R:1
C -3.47810 1.78019 -2.85834 0.39
C -4.73065 1.25854 -2.16451 -0.71
C -3.40775 3.30311 -2.91711 -0.71
C -3.17500 1.11078 -4.19406 -0.70
Cl -1.92190 1.13267 -1.60331 -0.22
H -4.20076 3.69016 -3.57121 0.29
H -2.45420 3.65714 -3.33592 0.24
H -3.56454 3.76079 -1.92976 0.24
H -5.62331 1.48187 -2.75791 0.28
H -4.86986 1.73286 -1.18284 0.24
H -4.68866 0.16836 -2.03604 0.24
H -3.96416 1.34123 -4.91919 0.28
H -3.13313 0.01656 -4.09485 0.24
H -2.22838 1.47307 -4.62237 0.24
C -0.08687 1.25880 2.77450 -0.15
C 0.16648 2.30266 1.81030 -0.17
C -0.93968 2.37223 0.89058 -0.36
H 0.98706 3.00146 1.80193 0.26
C -1.83105 1.26197 1.25685 -0.24
C -1.30521 0.61212 2.39828 -0.19
H -1.81117 -0.18939 2.88833 0.26
H 0.47732 1.10154 3.67866 0.27
H -1.17886 3.17048 0.21041 0.28
H -2.81852 1.07489 0.79998 0.28
C 1.56633 -0.53969 -1.39115 -0.24
C 2.28533 0.26875 -0.46184 -0.20
C 1.94264 1.65139 -0.69154 -0.19
H 3.15031 -0.07294 0.12918 0.30
C 0.96439 1.68722 -1.72347 -0.27
C 0.70899 0.30623 -2.16525 -0.21
H 0.09679 -0.00649 -2.98455 0.29
H 1.58984 -1.60485 -1.53470 0.29
H 2.35344 2.52542 -0.17375 0.29
H 0.50714 2.56732 -2.17073 0.29
Mo 0.02000 0.56294 -0.08193 0.95
N 5.00911 -4.91973 2.37442 -0.80
C 4.36320 -4.04932 1.51907 0.65
O 4.73319 -3.91745 0.35159 -0.59
C 3.20987 -3.27963 2.09408 -0.15
C 2.65808 -3.54873 3.35894 -0.11
C 1.55337 -2.78886 3.77642 -0.23
C 1.01069 -1.83111 2.87366 0.05
N 1.55611 -1.54864 1.69213 -0.50
C 2.58758 -2.30203 1.28872 0.08
H 5.82125 -5.39313 2.00748 0.43
H 4.91502 -4.92019 3.37928 0.40
H 3.07742 -4.32329 4.00757 0.24
H 1.07421 -2.92097 4.74767 0.25
H 0.08279 -1.34202 3.16917 0.19
H 2.94380 -2.13428 0.28717 0.21
```


Record 2
Computed, not measured: one molecule with the formula C20H25ClN6O in a non-equilibrium geometry, with ωB97M-V/def2-TZVPD.

Calculated values
**Energy above the lowest of the compared OMol25 structures with the same formula, charge and spin**: 0.0 kcal per mole
**Lowest unoccupied orbital energy**: 0.64 eV
**E**: -44657.359 eV
**Highest occupied orbital energy**: -7.83 eV
**Orbital gap**: 8.47 eV
**SMILES string**: Cc1c(Cl)c(C(=O)Nc2nc3ccccc3n2CCN2CCCCC2)nn1C

Structure (XYZ):
```
53
Properties=species:S:1:pos:R:3:nbo_charge:R:1
C -5.59187 -0.83277 1.02753 -0.65
C -4.32387 -1.33614 0.44839 0.13
C -3.01658 -1.19809 0.87280 -0.12
Cl -2.48438 -0.38681 2.28034 0.02
C -2.22814 -1.87754 -0.07849 0.01
C -0.76010 -2.04248 -0.05994 0.68
O -0.18227 -3.10532 -0.12150 -0.57
N -0.05708 -0.88254 0.12204 -0.66
C -0.49857 0.40341 -0.02312 0.57
N -1.57690 0.80691 -0.63087 -0.51
C -1.55239 2.17596 -0.54399 0.10
C -2.45738 3.11680 -1.01508 -0.21
C -2.17426 4.44925 -0.79020 -0.23
C -1.02173 4.84746 -0.11515 -0.23
C -0.10799 3.92581 0.36187 -0.26
C -0.38632 2.58871 0.14346 0.16
N 0.27765 1.42709 0.47229 -0.40
C 1.47412 1.30389 1.26304 -0.21
C 2.70381 0.88674 0.43537 -0.23
N 2.68312 -0.54433 0.16314 -0.48
C 3.34205 -1.35746 1.17779 -0.22
C 4.87091 -1.32759 1.08505 -0.42
C 5.31619 -1.74501 -0.31420 -0.40
C 4.63630 -0.85772 -1.35394 -0.42
C 3.11897 -0.93312 -1.17101 -0.22
N -3.01373 -2.39820 -1.00594 -0.22
N -4.25598 -2.06326 -0.69052 -0.14
C -5.34573 -2.45737 -1.53291 -0.41
H -6.26879 -1.65635 1.25461 0.22
H -5.37808 -0.28946 1.94368 0.24
H -6.09175 -0.16138 0.32973 0.23
H 0.97200 -0.96774 0.21256 0.45
H -3.34659 2.80438 -1.53840 0.22
H -2.85921 5.20556 -1.14447 0.21
H -0.83771 5.90050 0.03865 0.21
H 0.78351 4.24614 0.88178 0.21
H 1.65958 2.27590 1.72535 0.22
H 1.30159 0.57080 2.05848 0.21
H 2.68392 1.43470 -0.50991 0.21
H 3.60637 1.19087 0.98117 0.19
H 3.01704 -1.01771 2.16424 0.20
H 2.99299 -2.38558 1.04150 0.21
H 5.23864 -0.32066 1.29869 0.19
H 5.28883 -1.99974 1.83548 0.22
H 6.40189 -1.67175 -0.40267 0.21
H 5.03197 -2.78523 -0.48844 0.20
H 4.97171 0.17564 -1.23370 0.19
H 4.89773 -1.18216 -2.36183 0.22
H 2.60820 -0.30111 -1.90179 0.21
H 2.78732 -1.96434 -1.32838 0.21
H -4.92740 -3.03094 -2.35669 0.24
H -6.05635 -3.07549 -0.98096 0.20
H -5.86529 -1.58115 -1.92489 0.21
```